(1)
Density functional theory data (ωB97M-V/def2-TZVPD) for 2 unconnected molecules or ions with the total composition C6H11N2S at a distorted geometry.

The calculation puts the HOMO energy (alpha / beta) at -12.0247 / -11.6424 eV. Its energy is -742.46239 hartree. As for the maximum force: 4.27 eV Å⁻¹. Its multiplicity is 1. The calculation puts the orbital gap (alpha / beta) at 0.2583 / 0.2615 Ha. As for the total charge: +1.

```
20
Properties=species:S:1:pos:R:3:forces:R:3
C -0.09666 -0.99346 -0.04067 -0.428 -1.391 -1.097
C -1.23823 1.39284 0.20053 0.738 -2.707 0.473
C 0.57009 0.13062 0.14495 1.327 -3.088 -0.163
C -1.61959 -1.05245 0.01562 2.265 3.516 -0.870
C -3.34458 0.51948 -0.54008 -1.206 0.759 3.216
C 4.85070 -0.76955 0.32406 -2.322 2.428 -0.105
N -2.01917 0.36510 0.00128 0.259 1.091 0.884
N 0.07449 1.34015 0.47094 -1.041 0.368 -0.445
S 3.86250 0.65387 -0.13655 -0.618 0.407 0.155
H 0.18589 -2.00573 -0.38608 1.196 1.010 0.407
H -1.58914 2.32314 0.11297 -1.889 3.401 -0.390
H -2.17405 -1.41890 -0.79793 0.119 -1.246 -1.410
H -1.93144 -1.53615 0.84782 -1.164 -1.302 2.885
H -3.26481 0.08623 -1.45256 -0.766 -1.512 -2.763
H -4.15652 0.20510 0.14943 0.777 -1.075 -0.489
H -3.68136 1.49912 -0.62545 0.280 2.247 -0.565
H 4.60056 -1.47044 -0.35837 0.569 -2.495 -2.179
H 4.58044 -1.07454 1.26181 -1.148 -0.901 2.588
H 5.76668 -0.36731 0.52207 3.095 0.525 -0.445
H 0.62419 2.17287 0.28619 -0.043 -0.036 0.315
```
Positions in Å, forces in eV/Å.


(2)
Density functional theory data (ωB97M-V/def2-TZVPD) for a molecular structure, C48H36F6N4O4PdSb at a distorted geometry.

The calculation puts the HOMO energy (alpha / beta) at -7.1719 / -7.7749 eV. Its energy is -3338.16787 hartree. Its expectation value of S² is 0.84. As for the maximum force: 2.30 eV Å⁻¹. Its multiplicity is 2. The calculation puts the orbital gap (alpha / beta) at 0.2062 / 0.1774 Ha. As for the total charge: 0.

```
100
Properties=species:S:1:pos:R:3:forces:R:3
Pd -0.12431 0.44713 0.32383 0.429 -1.368 -1.802
C -6.46640 4.81300 -5.95090 -0.059 0.065 0.010
O -5.10679 4.46361 -6.13351 0.007 -0.013 -0.075
C -4.43979 3.92905 -5.08609 0.156 -0.087 0.068
C -3.16152 3.44005 -5.36029 -0.047 0.047 -0.034
C -2.41507 2.85526 -4.36181 -0.074 -0.086 0.034
C -2.90687 2.74862 -3.05323 -0.134 0.076 0.002
C -4.17480 3.26118 -2.79113 0.157 0.065 0.041
C -4.93921 3.84101 -3.79171 -0.186 0.108 -0.008
C -2.10556 2.07613 -2.01070 0.528 0.124 0.075
C -0.76026 2.46400 -1.87317 -0.401 -0.058 -0.030
C -0.18686 3.58781 -2.54280 0.283 0.100 -0.023
C 1.14602 3.55337 -2.29281 -0.163 0.093 -0.187
C 1.37645 2.44391 -1.42321 -0.038 -0.245 0.091
N 0.20327 1.80602 -1.16806 0.099 0.432 0.423
C 2.64442 2.04074 -0.93705 -0.237 -0.033 0.085
C 2.83515 1.12335 0.09955 0.218 0.038 0.028
C 4.11625 0.85458 0.70161 0.016 0.070 -0.033
C 3.90806 -0.04880 1.68268 -0.060 -0.180 0.078
C 2.50267 -0.34845 1.68102 0.171 0.198 -0.344
C 1.90393 -1.34485 2.45798 -0.495 -0.110 0.033
C 2.75513 -2.12222 3.38493 0.122 0.028 0.110
C 3.37342 -1.51685 4.48146 -0.042 -0.013 0.029
C 4.19577 -2.24488 5.31503 0.063 0.040 0.087
C 4.44912 -3.59278 5.06030 -0.157 0.045 -0.130
O 5.28336 -4.21821 5.92368 0.060 0.067 0.068
C 5.59007 -5.57778 5.68904 0.026 -0.082 0.017
C 3.83959 -4.20604 3.97076 0.063 -0.108 0.072
C 2.98596 -3.47292 3.15790 0.009 0.063 -0.060
C 0.55625 -1.70953 2.35199 0.298 0.202 0.013
N -0.32863 -1.22536 1.43660 -0.373 0.180 0.453
C -1.49869 -1.87355 1.65829 -0.058 0.029 -0.145
C -2.68954 -1.74287 0.91204 0.267 0.108 0.146
C -3.69132 -2.81760 1.10042 -0.073 -0.050 0.109
C -3.34660 -4.12470 0.77382 -0.074 0.076 -0.065
C -4.23311 -5.17556 0.96193 -0.022 -0.146 0.024
C -5.48464 -4.92803 1.51504 0.089 0.167 -0.043
O -6.42229 -5.87315 1.75964 -0.056 -0.004 0.005
C -6.13737 -7.20558 1.38233 0.001 -0.107 0.038
C -5.83583 -3.62121 1.85330 -0.105 -0.006 0.035
C -4.95751 -2.58008 1.63859 0.031 0.017 0.014
C -2.94453 -0.72133 0.00412 -0.048 -0.006 -0.162
C -4.16821 -0.57371 -0.73246 0.015 -0.111 0.095
C -4.01223 0.50125 -1.53356 0.072 0.131 -0.066
C -2.68827 1.01663 -1.29308 -0.172 -0.344 -0.004
N -2.06614 0.25338 -0.36367 0.341 0.293 0.289
C -1.37191 -2.75323 2.77741 0.219 -0.130 0.121
C -0.08813 -2.64953 3.21045 -0.265 -0.213 0.010
N 1.88019 0.38871 0.72770 -0.480 0.122 0.134
C 3.85449 2.54935 -1.62310 0.112 0.022 -0.013
C 4.14134 3.90889 -1.78377 0.061 -0.041 0.127
C 5.23018 4.32185 -2.52015 0.020 0.090 -0.011
C 6.07917 3.38881 -3.11580 -0.126 -0.067 0.095
O 7.09087 3.89255 -3.85879 0.027 0.086 0.023
C 7.97365 2.98492 -4.48879 0.055 -0.037 -0.042
C 5.84458 2.03384 -2.91392 0.128 -0.031 -0.078
C 4.74050 1.62873 -2.17807 -0.125 0.089 -0.072
H -6.84295 5.07442 -6.93590 -0.002 -0.012 0.008
H -6.57579 5.67697 -5.29032 0.034 -0.034 0.036
H -7.03940 3.97216 -5.55264 -0.003 0.010 -0.012
H -2.78186 3.52536 -6.36964 -0.003 -0.052 -0.007
H -1.44433 2.44072 -4.59765 0.021 0.012 -0.004
H -4.55686 3.23940 -1.77866 -0.027 -0.031 -0.002
H -5.91736 4.23312 -3.55101 0.028 0.011 0.028
H -0.71893 4.32638 -3.11535 -0.036 -0.029 -0.024
H 1.88040 4.24559 -2.65841 0.038 -0.033 -0.040
H 5.04621 1.31752 0.42128 -0.007 0.023 0.006
H 4.62916 -0.49592 2.34533 0.034 0.028 -0.018
H 3.17896 -0.47310 4.69558 0.010 0.018 -0.038
H 4.65786 -1.78543 6.17871 0.009 -0.002 -0.002
H 6.28604 -5.86574 6.47209 0.000 0.000 -0.012
H 6.06646 -5.71837 4.71522 -0.017 0.011 -0.001
H 4.69970 -6.20878 5.75521 -0.016 0.032 -0.026
H 4.02411 -5.24639 3.74363 -0.040 0.004 0.012
H 2.51046 -3.96142 2.31629 0.004 0.019 -0.019
H -2.37770 -4.32564 0.33415 0.039 0.005 0.069
H -3.93118 -6.17682 0.68880 -0.013 0.018 -0.016
H -7.02288 -7.78265 1.63423 0.002 0.006 -0.023
H -5.28582 -7.60736 1.93817 0.021 0.041 -0.022
H -5.94581 -7.28633 0.30921 0.007 0.021 0.010
H -6.80861 -3.45099 2.29525 -0.004 0.025 -0.015
H -5.24153 -1.57208 1.91419 0.019 0.005 0.021
H -5.02746 -1.21559 -0.63877 0.015 -0.019 -0.069
H -4.71204 0.90187 -2.24418 -0.028 -0.058 -0.015
H -2.17439 -3.32997 3.20391 0.024 -0.073 -0.029
H 0.37084 -3.14770 4.04701 0.012 0.020 0.010
H 3.52566 4.64885 -1.29036 -0.043 0.007 -0.032
H 5.44573 5.37409 -2.64988 0.018 0.000 0.020
H 8.65249 3.59411 -5.07882 0.013 -0.022 0.007
H 7.43902 2.29857 -5.15036 -0.018 0.019 0.007
H 8.54800 2.41022 -3.75742 -0.030 0.004 0.017
H 6.50683 1.28616 -3.32674 -0.036 0.002 -0.028
H 4.54698 0.57029 -2.06148 -0.001 -0.007 0.010
F 0.38132 1.19815 3.44984 -0.076 0.186 0.171
Sb -0.77620 2.61754 2.90810 0.015 0.031 0.202
F -1.86585 2.61378 4.44614 0.166 0.015 0.051
F 0.33736 3.89330 3.74111 -0.231 0.062 0.073
F -1.89734 1.19222 2.27938 0.180 0.257 -0.175
F 0.39821 2.84776 1.41060 -0.268 -0.174 -0.007
F -1.93498 3.80277 1.99229 0.115 0.056 0.226
```
Positions in Å, forces in eV/Å.


(3)
Density functional theory data (ωB97M-V/def2-TZVPD) for a molecular structure, C3H3LiO2Sm at a distorted geometry.

The calculation puts the HOMO energy (alpha / beta) at -5.2526 / -5.3349 eV. Its energy is -931.86451 hartree. Its expectation value of S² is 12.01. As for the maximum force: 4.71 eV Å⁻¹. Its multiplicity is 7. The calculation puts the orbital gap (alpha / beta) at 0.1709 / 0.1725 Ha. As for the total charge: 0.

```
10
Properties=species:S:1:pos:R:3:forces:R:3
O 1.60486 0.66715 0.53343 2.285 0.889 -0.684
Li 2.37459 1.68832 1.70403 -0.517 -0.490 -0.528
C 0.07467 -1.43201 -0.43337 -0.226 2.430 1.136
C -0.22685 -0.39146 0.54368 -1.622 -4.159 -1.493
O -0.64437 -0.50442 -1.50973 0.079 -0.710 0.168
C -1.30619 0.11108 -0.39100 0.892 1.059 -0.245
H -0.37703 -0.54827 1.61859 0.706 0.299 -0.308
H -1.41813 1.20291 -0.50293 0.020 -0.113 -0.133
H -2.30589 -0.32659 -0.23359 0.410 0.035 0.090
Sm 2.22432 -0.46670 -1.32911 -2.027 0.760 1.996
```
Positions in Å, forces in eV/Å.


Listing relative energy (zero: lowest compared OMol25 entry of this formula, charge and spin) for the structures above in their given order: 6.722, 0.171, 2.761 eV.